C5H16N3 | wB97M-V/def2-TZVPD

Last column: Löwdin charge in e.
Element x y z (Å)
C 1.586 2.703 -0.949  -0.11
N 0.789 1.651 -0.311  -0.11
C 0.930 0.332 -0.899  -0.20
C -0.387 -0.444 -0.712  -0.25
N -0.507 -1.474 -1.871  0.22
C -0.494 -1.223 0.599  -0.16
C -1.175 -0.448 1.743  -0.28
N -1.139 -1.246 2.946  0.01
H 2.514 2.349 -1.395  0.08
H 0.980 3.223 -1.699  0.08
H 1.741 3.504 -0.222  0.09
H 1.005 1.592 0.673  0.10
H 1.194 0.367 -1.951  0.12
H 1.724 -0.259 -0.425  0.13
H -1.262 0.181 -0.852  0.15
H -0.772 -1.008 -2.739  0.17
H 0.356 -1.994 -2.029  0.17
H -1.240 -2.141 -1.632  0.16
H -1.132 -2.109 0.448  0.12
H 0.460 -1.610 0.936  0.12
H -0.687 0.519 1.838  0.10
H -2.209 -0.224 1.478  0.12
H -1.964 -1.141 3.515  0.08
H -0.312 -1.100 3.509  0.08

Results
2S+1	1
strongest force on any atom	1.100	eV Å⁻¹
ΔE to the lowest compared entry with this formula, charge and spin	172.3	kJ/mol
HOMO energy	-12.53	eV
HOMO-LUMO gap	9.06	eV
net charge	+1